Here is a molecular structure, C23H41FIrN10SbSi at a distorted geometry from the Open Molecules 2025 dataset. Energies are from ωB97M-V/def2-TZVPD.

Structure (XYZ):
```
78
Properties=species:S:1:pos:R:3
Ir -0.053 -0.600 -0.284
C 0.249 -3.691 -0.709
Si -1.207 -3.304 0.388
C -0.769 -3.146 2.189
C -2.441 -4.674 0.088
N -1.774 -1.599 -0.056
C -3.001 -1.112 0.273
C -4.016 -1.922 0.852
C -5.238 -1.415 1.207
C -5.528 -0.065 1.000
C -4.587 0.770 0.421
C -3.365 0.252 0.074
F -2.486 1.082 -0.499
H 0.761 -4.552 -0.268
H 1.005 -2.907 -0.812
H -0.081 -3.987 -1.707
H -0.574 -4.137 2.607
H -1.584 -2.695 2.760
H 0.124 -2.537 2.340
H -1.843 -5.589 0.032
H -2.971 -4.583 -0.862
H -3.165 -4.825 0.888
H -3.816 -2.965 1.018
H -5.979 -2.064 1.652
H -6.489 0.335 1.295
H -4.776 1.821 0.255
N 2.001 1.201 1.883
C 0.673 1.173 2.147
N 0.107 1.764 3.176
N -1.197 1.479 3.044
N -1.427 0.777 1.995
N -0.243 0.532 1.385
C 2.577 0.503 0.882
N 3.875 0.410 0.683
N 3.989 -0.387 -0.388
N 2.838 -0.752 -0.827
N 1.884 -0.189 -0.052
H 2.604 1.687 2.534
C 1.946 -2.673 -3.608
C 1.815 -1.237 -4.110
C 1.378 -1.250 -5.574
C 3.164 -0.527 -4.005
Sb 0.204 -0.197 -2.973
C -1.675 -0.730 -3.997
C -2.853 -0.202 -3.190
C -1.747 -2.256 -4.021
C -1.766 -0.152 -5.411
C 0.563 1.956 -3.177
C 0.971 2.305 -4.608
C -0.692 2.738 -2.811
C 1.692 2.310 -2.207
H 2.655 -3.190 -4.262
H 1.003 -3.219 -3.656
H 2.340 -2.711 -2.595
H 2.218 -1.636 -6.160
H 1.140 -0.259 -5.963
H 0.534 -1.917 -5.747
H 3.890 -1.160 -4.526
H 3.514 -0.411 -2.987
H 3.173 0.439 -4.507
H -2.831 -0.562 -2.168
H -3.774 -0.578 -3.647
H -2.907 0.885 -3.182
H -1.756 -2.671 -3.009
H -0.925 -2.710 -4.575
H -2.678 -2.559 -4.509
H -1.594 0.925 -5.431
H -2.788 -0.315 -5.768
H -1.096 -0.626 -6.122
H 0.188 2.079 -5.332
H 1.888 1.816 -4.925
H 1.147 3.384 -4.652
H -1.487 2.601 -3.545
H -0.436 3.802 -2.805
H -1.074 2.488 -1.824
H 2.606 1.744 -2.398
H 1.394 2.150 -1.170
H 1.929 3.372 -2.321
```

Calculated values
Net charge   +1
Molecular weight   818.712 g mol⁻¹
DFT total energy   -2182.19367 a.u.
ΔE to the lowest compared entry with this formula, charge and spin   4.9 kcal/mol
Spin multiplicity   2
LUMO energy (alpha / beta)   -6.138 / -5.971 eV
⟨S²⟩   0.764
Frontier orbital gap (alpha / beta)   5.1285 / 5.3250 eV
HOMO level (alpha / beta)   -11.267 / -11.296 eV